[1]
C9H10INS | ωB97M-V/def2-TZVPD

Computed properties:
Energy above the lowest of the compared OMol25 structures with the same formula, charge and spin = 12.2 kJ/mol
Energy = -1099.568660 Ha
M = 291.2 g mol⁻¹
HOMO-LUMO gap = 9.09 eV
Lowest unoccupied orbital energy = 0.63 eV

Bonds (Å) are listed after each position.
CARTESIAN COORDINATES (ANGSTROEM)
1 C -0.456 2.029 -0.931  C2 1.415, C4 1.376, H13 1.067
2 C -0.917 1.275 0.174  C1 1.415, C5 1.427, H14 1.084
3 C 1.357 0.437 -1.194  C4 1.435, C6 1.369, H15 1.112
4 C 0.658 1.614 -1.625  C1 1.376, C3 1.435, C8 1.540
5 C -0.205 0.096 0.548  C2 1.427, C6 1.392, N10 1.349
6 C 0.906 -0.345 -0.164  C3 1.369, C5 1.392, S11 1.726
7 C 0.323 -1.717 1.786  C9 1.418, N10 1.298, S11 1.810
8 C 0.972 2.307 -2.963  C4 1.540, H16 1.071, H17 1.059, H18 1.090
9 C 0.280 -2.631 2.870  C7 1.418, H19 1.102, H20 1.156, H21 1.102
10 N -0.445 -0.685 1.623  C5 1.349, C7 1.298
11 S 1.579 -1.795 0.486  C6 1.726, C7 1.810
12 I -3.525 -1.554 3.308  H22 1.501
13 H -1.105 2.831 -1.201  C1 1.067
14 H -1.853 1.458 0.689  C2 1.084
15 H 2.278 0.317 -1.805  C3 1.112
16 H 0.131 2.882 -3.294  C8 1.071
17 H 1.686 3.052 -2.725  C8 1.059
18 H 1.208 1.571 -3.732  C8 1.090
19 H 0.718 -2.032 3.685  C9 1.102
20 H 0.928 -3.563 2.646  C9 1.156
21 H -0.792 -2.813 3.049  C9 1.102
22 H -2.433 -0.939 2.481  I12 1.501

[2]
C9H10N2O | ωB97M-V/def2-TZVPD

Computed properties:
Energy above the lowest of the compared OMol25 structures with the same formula, charge and spin = 240.9 kJ/mol
Energy = -533.652597 Ha
M = 162.2 g mol⁻¹
HOMO-LUMO gap = 9.37 eV
Lowest unoccupied orbital energy = 0.86 eV

Bonds (Å) are listed after each position.
CARTESIAN COORDINATES (ANGSTROEM)
1 C 2.305 -1.340 0.896  H10 1.060, H11 1.169, H12 1.066, N20 1.473
2 C -0.477 -0.522 -0.451  C3 1.424, C7 1.395, N21 1.410
3 C -1.665 -1.297 -0.319  C2 1.424, C4 1.438, H14 1.118
4 C -2.819 -0.540 0.082  C3 1.438, C5 1.379, H15 1.083
5 C -2.807 0.811 0.365  C4 1.379, C6 1.434, H16 1.077
6 C -1.598 1.563 0.192  C5 1.434, C7 1.388, H17 1.117
7 C -0.467 0.844 -0.171  C2 1.395, C6 1.388, C8 1.502
8 C 0.784 1.592 -0.534  C7 1.502, C9 1.521, H18 1.098, H19 1.095
9 C 2.057 0.791 -0.311  C8 1.521, N20 1.393, O22 1.230
10 H 3.024 -0.695 1.334  C1 1.060
11 H 2.998 -2.217 0.555  C1 1.169
12 H 1.533 -1.495 1.615  C1 1.066
13 H 0.683 -2.073 -0.981  N21 1.077
14 H -1.857 -2.339 -0.675  C3 1.118
15 H -3.777 -1.029 0.204  C4 1.083
16 H -3.734 1.274 0.658  C5 1.077
17 H -1.546 2.675 0.280  C6 1.117
18 H 0.851 2.509 0.065  C8 1.098
19 H 0.839 1.772 -1.613  C8 1.095
20 N 1.829 -0.583 -0.275  C1 1.473, C9 1.393, N21 1.372
21 N 0.735 -0.997 -0.993  C2 1.410, H13 1.077, N20 1.372
22 O 3.109 1.297 0.076  C9 1.230

[3]
C9H10N2O2 | ωB97M-V/def2-TZVPD

Computed properties:
Energy above the lowest of the compared OMol25 structures with the same formula, charge and spin = 178.2 kJ/mol
Energy = -608.894834 Ha
M = 178.2 g mol⁻¹
HOMO-LUMO gap = 9.53 eV
Lowest unoccupied orbital energy = 0.78 eV

Bonds (Å) are listed after each position.
CARTESIAN COORDINATES (ANGSTROEM)
1 C -0.203 -2.316 -0.159  C2 1.502, N20 1.417, N21 1.314
2 C -0.477 -1.423 1.016  C1 1.502, C3 1.490, H13 1.122, O23 1.448
3 C 0.750 -0.843 1.629  C2 1.490, H14 1.128, H15 1.148, O22 1.430
4 C 0.612 0.943 0.102  C5 1.408, C9 1.410, O22 1.424
5 C 1.214 2.062 -0.504  C4 1.408, C6 1.407, H16 1.114
6 C 0.445 3.056 -1.137  C5 1.407, C7 1.362, H17 1.059
7 C -0.910 2.920 -1.116  C6 1.362, C8 1.430, H18 1.150
8 C -1.509 1.719 -0.624  C7 1.430, C9 1.387, H19 1.118
9 C -0.787 0.768 0.082  C4 1.410, C8 1.387, O23 1.361
10 H 1.036 -3.841 -0.649  N20 1.046
11 H 1.885 -2.418 0.020  N20 1.060
12 H -1.866 -2.155 -1.043  N21 1.013
13 H -1.159 -1.998 1.697  C2 1.122
14 H 0.397 -0.134 2.433  C3 1.128
15 H 1.599 -1.517 2.008  C3 1.148
16 H 2.317 1.998 -0.365  C5 1.114
17 H 0.862 3.947 -1.529  C6 1.059
18 H -1.737 3.650 -1.439  C7 1.150
19 H -2.615 1.583 -0.530  C8 1.118
20 N 1.015 -3.023 0.001  C1 1.417, H10 1.046, H11 1.060
21 N -0.954 -2.564 -1.209  C1 1.314, H12 1.013
22 O 1.426 -0.114 0.601  C3 1.430, C4 1.424
23 O -1.341 -0.300 0.717  C2 1.448, C9 1.361